# C2H2N2OS2

The molecule C2H2N2OS2 (wB97M-V/def2-TZVPD, OMol25).

Cartesian coordinates (Å):
S1 -0.595 1.185 -1.301
S2 2.165 -1.395 0.607
O1 -2.468 0.564 0.431
N1 0.810 0.371 -1.374
N2 0.853 -0.630 0.372
C1 -1.328 0.362 0.110
C2 -0.349 -0.473 0.774
H1 1.612 0.988 -1.286
H2 -0.701 -0.973 1.666

Output
Charge = 0
Gap between HOMO and LUMO (alpha / beta) = 7.13 / 7.22 eV
M = 134.2 g/mol